The following is a DFT calculation (ωB97M-V/def2-TZVPD) of a 9-piece molecular cluster, C32H47N7O2 overall.

Structure (XYZ):
```
88
Properties=species:S:1:pos:R:3:forces:R:3:mulliken_charge:R:1
N 5.360 8.514 14.704 -0.1 0.5 -0.7 0.1516
C 5.519 7.993 15.952 0.0 1.8 0.9 -0.4117
C 5.661 6.647 15.926 0.3 -0.4 -2.5 -0.6886
C 5.580 6.342 14.490 -0.3 0.6 0.1 -0.5438
C 5.387 7.534 13.774 0.3 -2.4 1.0 -0.3472
H 5.233 9.486 14.463 -0.1 -0.1 0.3 0.2037
H 5.544 8.746 16.726 0.1 -0.4 0.4 0.3923
H 5.969 5.969 16.708 -0.4 0.2 0.0 0.3751
H 5.564 5.365 14.032 0.2 0.0 0.1 0.4121
H 5.249 7.659 12.710 -0.1 0.3 0.2 0.4721
N 11.035 13.188 8.083 -1.8 0.7 -0.4 -0.0428
C 10.543 14.344 7.435 -1.0 -2.2 -1.0 -0.4913
C 9.307 13.948 6.847 1.4 3.1 0.6 -0.7411
C 8.986 12.702 7.247 1.2 -3.5 2.1 -0.1567
C 10.048 12.196 8.069 -0.3 1.5 -1.9 -0.6196
H 11.974 13.059 8.433 -0.3 0.2 0.1 0.2218
H 11.086 15.252 7.219 0.3 -0.3 0.4 0.3889
H 8.608 14.555 6.291 0.4 0.3 -0.1 0.4263
H 8.120 12.137 6.935 0.0 0.0 0.2 0.5350
H 10.218 11.205 8.461 0.1 0.2 0.1 0.4923
N 10.732 3.000 8.365 1.1 0.3 -0.9 0.0034
C 11.244 4.264 8.114 -1.6 0.6 0.6 -0.5608
C 10.251 5.168 8.520 1.6 -0.8 -0.3 -0.8910
C 9.197 4.394 9.006 -2.3 0.5 0.9 0.1505
C 9.457 3.076 8.864 1.5 -0.7 -0.4 -0.9128
H 11.205 2.122 8.202 0.0 0.3 -0.1 0.1895
H 12.175 4.579 7.665 0.1 -0.8 0.1 0.3957
H 10.354 6.242 8.469 -0.1 0.0 0.1 0.7692
H 8.288 4.715 9.493 -0.1 0.4 -0.3 0.4608
H 8.935 2.140 9.001 -0.2 0.4 0.4 0.4299
N 11.074 7.370 11.983 0.5 1.1 -0.7 0.0111
C 12.157 8.200 11.862 0.5 0.6 -0.5 -0.5486
C 11.823 9.468 12.382 3.6 -1.9 -1.5 -0.6344
C 10.528 9.361 12.713 -3.4 1.9 2.6 -0.5062
C 10.061 8.126 12.487 -1.2 -2.5 -1.0 -0.7508
H 10.941 6.485 11.514 0.2 0.1 0.1 0.3211
H 12.959 7.926 11.192 0.3 -0.2 0.5 0.3780
H 12.545 10.258 12.528 -0.3 0.1 -0.1 0.4397
H 9.949 10.045 13.315 -0.1 0.4 -0.3 0.4898
H 9.092 7.655 12.411 -0.2 0.4 0.8 0.8069
N 4.810 10.728 11.448 1.2 -1.5 -2.1 0.9782
C 4.346 11.494 12.465 -0.9 -1.3 -0.7 -0.8171
C 3.031 11.079 12.620 -0.2 0.2 -0.6 -0.4211
C 2.727 10.109 11.599 0.5 -0.5 -0.3 -0.7898
C 3.890 9.844 10.848 -0.3 2.9 3.0 -0.6066
H 5.715 10.706 10.999 0.4 0.6 0.5 -0.0913
H 4.958 12.246 12.940 -0.1 -0.1 0.0 0.4395
H 2.338 11.541 13.306 -0.1 -0.3 0.0 0.4724
H 1.765 9.642 11.448 0.0 0.0 0.1 0.4682
H 4.245 9.277 10.000 -0.5 -0.1 0.1 0.4977
N 6.184 14.383 9.156 0.9 -0.6 -1.1 0.1153
C 5.337 13.304 9.211 -1.2 1.5 1.6 -0.3143
C 4.126 13.857 9.676 -0.5 -0.7 -1.0 -0.4216
C 4.203 15.272 9.656 2.0 0.0 0.2 -0.7123
C 5.532 15.545 9.363 -0.8 0.6 -0.1 -0.3601
H 7.116 14.325 8.772 0.0 0.0 0.1 0.1683
H 5.698 12.295 9.073 -0.1 0.1 0.1 0.2984
H 3.197 13.349 9.891 0.2 -0.4 0.0 0.4381
H 3.521 16.084 9.865 -0.4 -0.5 0.1 0.3875
H 5.991 16.505 9.178 0.2 -0.2 0.2 0.3770
N 4.381 3.723 7.407 -0.3 -1.1 -1.6 0.1657
C 4.070 4.846 6.732 -0.4 1.7 0.2 -1.0594
C 4.364 5.939 7.576 -0.6 -1.2 -1.5 -0.1758
C 4.884 5.383 8.741 0.2 -0.4 0.7 0.0584
C 4.886 3.995 8.601 1.0 1.2 2.0 -1.1242
H 4.342 2.809 6.981 0.0 0.2 0.2 0.2206
H 3.587 4.761 5.769 0.1 0.2 0.0 0.4315
H 4.183 6.990 7.406 0.0 -0.2 -0.2 0.4576
H 5.142 6.008 9.583 0.2 -0.5 0.2 0.6310
H 5.265 3.230 9.263 -0.2 0.1 -0.1 0.4081
C 7.329 4.656 5.401 -1.2 -0.7 -0.3 -0.6320
C 7.941 5.986 5.453 3.1 0.5 -0.4 -0.0075
O 9.412 5.881 5.500 -0.8 0.6 -0.4 -0.5797
H 7.339 4.068 6.319 -0.3 0.3 0.2 0.1373
H 7.739 4.009 4.626 0.3 0.3 -0.1 0.3420
H 6.336 4.948 5.059 -0.6 -0.9 0.4 0.1897
H 7.575 6.667 6.222 -0.1 -0.2 0.2 -0.0731
H 7.766 6.457 4.486 0.0 0.2 0.1 0.3418
H 9.742 5.668 6.376 -0.4 -0.2 0.3 0.2408
C 7.511 7.851 9.450 -0.2 -0.6 -0.4 0.6633
C 7.362 9.225 8.836 1.3 -1.1 1.0 -0.6699
O 7.382 10.127 9.956 -1.1 0.8 -0.8 -0.4473
H 7.349 7.060 8.717 -0.1 -0.1 -0.1 -0.1963
H 6.770 7.754 10.243 0.1 -0.2 0.1 -0.2750
H 8.518 7.709 9.841 0.0 0.1 0.2 -0.0151
H 6.455 9.255 8.233 -0.1 0.7 0.4 0.3573
H 8.230 9.341 8.187 -0.1 0.6 -0.3 0.3060
H 8.261 10.288 10.307 0.2 -0.3 -0.3 0.1288
```
Positions in Å, forces in eV/Å.

LUMO energy: 0.016 hartree
structure (SMILES): c1cc[nH]c1.c1cc[nH]c1.c1cc[nH]c1.c1cc[nH]c1.c1cc[nH]c1.c1cc[nH]c1.c1cc[nH]c1.CCO.CCO
HOMO level: -7.78 eV
M: 561.8 g/mol
Kohn-Sham gap: 8.208 eV
calculated total energy: -48467.4411 eV